A molecular structure, C33H24AsBiCl4NO3P. Source: OMol25; level of theory: wB97M-V/def2-TZVPD.

Each line ends with the Mulliken charge.
Positions of all 68 atoms, in Å:
Bi: 0.1412 -3.9379 -0.7963  1.149
Cl: 2.4477 -2.2192 5.5235  -0.159
C: 2.3950 -2.5036 3.8242  0.326
C: 3.4687 -2.1474 3.0177  0.283
Cl: 4.8854 -1.4488 3.7083  -0.129
C: 3.3986 -2.3490 1.6373  -0.023
Cl: 4.6979 -1.8938 0.5953  -0.129
C: 2.2689 -2.9158 1.0535  0.550
O: 2.1509 -3.1293 -0.2423  -1.097
C: 1.1966 -3.3067 1.8826  0.174
O: 0.1215 -3.8754 1.3110  -0.959
C: 1.2618 -3.0923 3.2510  0.306
Cl: -0.0837 -3.5711 4.2180  -0.164
O: -3.8904 -4.2517 0.9134  -0.529
C: -2.9673 -4.2513 0.1860  0.792
N: -2.0573 -4.2632 -0.5986  -0.877
C: 0.4441 -0.0996 -0.2431  -0.379
C: 1.7519 -0.0002 -1.0217  -1.480
As: 2.7523 1.7029 -0.8296  0.222
C: 1.2973 2.8490 -1.4798  -0.111
C: 1.2999 3.1424 -2.8425  -0.356
C: 0.2730 3.8802 -3.4161  -0.767
C: -0.7727 4.3411 -2.6283  -0.416
C: -0.7817 4.0658 -1.2674  -0.758
C: 0.2478 3.3275 -0.6963  0.092
C: 2.5844 2.0294 1.0868  -0.224
C: 2.6048 3.3424 1.5551  -0.408
C: 2.5704 3.6065 2.9157  -0.628
C: 2.5228 2.5609 3.8284  -0.688
C: 2.5287 1.2507 3.3745  -0.333
C: 2.5688 0.9892 2.0103  1.092
P: -0.7298 -1.3570 -0.8376  0.872
C: -1.2565 -0.9023 -2.5034  0.041
C: -1.8796 -1.8719 -3.2902  -0.526
C: -2.3390 -1.5510 -4.5585  -0.790
C: -2.1724 -0.2630 -5.0473  -0.652
C: -1.5507 0.7038 -4.2691  -0.531
C: -1.0927 0.3908 -2.9980  0.487
C: -2.1602 -1.1744 0.2464  0.886
C: -3.4278 -0.9143 -0.2721  -0.456
C: -4.5123 -0.8037 0.5832  -0.703
C: -4.3388 -0.9551 1.9512  -0.587
C: -3.0791 -1.2173 2.4691  -0.775
C: -1.9895 -1.3306 1.6210  0.031
H: -0.1077 0.8435 -0.2228  0.517
H: 0.6334 -0.3661 0.7983  0.227
H: 1.5850 -0.0695 -2.1003  0.848
H: 2.4221 -0.8163 -0.7537  0.257
H: 2.1182 2.7934 -3.4632  0.383
H: 0.2952 4.1026 -4.4758  0.474
H: -1.5726 4.9219 -3.0700  0.419
H: -1.5903 4.4288 -0.6452  0.412
H: 0.2327 3.1357 0.3694  0.448
H: 2.6411 4.1680 0.8531  0.447
H: 2.5812 4.6317 3.2640  0.392
H: 2.4922 2.7675 4.8904  0.409
H: 2.5114 0.4294 4.0798  0.260
H: 2.5979 -0.0396 1.6729  -0.354
H: -2.0462 -2.8685 -2.8956  0.352
H: -2.8283 -2.3055 -5.1599  0.430
H: -2.5282 -0.0103 -6.0379  0.393
H: -1.4181 1.7086 -4.6477  0.449
H: -0.6078 1.1572 -2.4053  -0.098
H: -3.5692 -0.8052 -1.3392  0.371
H: -5.4966 -0.6091 0.1779  0.415
H: -5.1900 -0.8781 2.6149  0.387
H: -2.9390 -1.3519 3.5334  0.452
H: -1.0153 -1.5539 2.0372  0.042

The calculation puts the highest occupied orbital energy at -7.9 eV. The total charge is 0. As for the LUMO energy: -0.0237 Eh.

=====

A molecular structure, C33H24LuN6O2S3Se3Te at a distorted geometry. Source: OMol25; level of theory: wB97M-V/def2-TZVPD.

Each line ends with the Mulliken charge.
Positions of all 73 atoms, in Å:
Lu: 10.9657 9.6093 8.8356  1.263
C: 12.6605 12.7082 7.5039  -0.991
C: 13.0938 11.5172 6.7398  0.648
C: 13.9886 11.7301 5.6551  -1.036
C: 14.3085 10.6967 4.7963  -0.810
C: 13.8729 9.4169 5.1437  -1.115
C: 12.9789 9.2641 6.2141  1.066
N: 12.6076 10.3106 7.0448  0.583
C: 12.3298 7.9633 6.4095  0.744
C: 12.7443 6.8748 5.5651  -1.166
C: 11.9159 5.7585 5.5644  -0.836
C: 10.7272 5.8250 6.2488  -0.820
C: 10.3776 6.9404 7.0534  0.888
N: 11.2843 7.9128 7.2410  0.235
C: 9.0628 7.1610 7.6749  0.511
C: 7.9933 6.3961 7.2332  -1.024
C: 6.6942 6.7305 7.6242  -0.752
C: 6.5471 7.6605 8.6052  -0.899
C: 7.6342 8.4398 9.0026  0.710
C: 7.3493 9.5792 9.9111  -0.743
N: 8.8884 8.2041 8.5504  0.643
H: 13.4569 12.9388 8.2344  0.219
H: 11.7393 12.4104 7.9958  -0.361
H: 12.5894 13.5688 6.8274  0.615
H: 14.2881 12.7719 5.5528  0.447
H: 15.0664 10.8541 4.0102  0.348
H: 14.1285 8.5648 4.5266  0.257
H: 13.7421 6.8237 5.0579  0.283
H: 12.1872 4.8474 5.0421  0.434
H: 9.9768 5.0420 6.0558  0.292
H: 8.1802 5.5950 6.5045  0.195
H: 5.8883 6.1817 7.1400  0.401
H: 5.5788 7.8629 9.0878  0.339
H: 6.3415 9.5023 10.2998  0.423
H: 7.5071 10.5331 9.3596  0.013
H: 8.0575 9.5325 10.7188  -0.030
Se: 10.1063 12.0293 10.0166  -0.099
Se: 9.3310 13.6850 8.5067  -0.411
Te: 8.1124 12.5176 6.6061  -0.142
Se: 9.5061 10.5848 6.4854  -0.308
O: 12.7278 9.2983 9.8807  0.022
C: 13.5668 8.9159 10.8973  3.384
C: 14.3669 10.1344 11.3799  -0.205
C: 14.1707 11.4012 10.8762  -0.145
C: 15.1984 12.3380 11.2328  -0.785
C: 16.1331 11.7913 12.0304  -0.560
S: 15.6752 10.1754 12.5378  -0.161
C: 12.6902 8.2740 11.9885  -1.154
C: 11.1754 7.4470 13.1875  -0.074
C: 11.5334 6.9650 14.5610  -0.829
C: 12.3255 7.7492 15.2877  -0.333
S: 12.6379 9.3150 14.5494  -0.170
C: 14.5665 7.8562 10.3290  -1.159
C: 15.4071 8.1092 9.2818  -0.075
C: 16.1756 7.0075 8.7929  -0.839
C: 15.9586 5.9099 9.5827  -0.486
S: 14.8030 6.2159 10.8560  -0.112
H: 13.2945 11.5940 10.2594  0.238
H: 15.1737 13.3964 10.9440  0.373
H: 17.0679 12.2381 12.3239  0.458
H: 10.1740 7.2994 12.7404  0.376
H: 11.1559 6.0002 14.9411  0.324
H: 12.6832 7.5380 16.2892  0.476
H: 15.5531 9.1464 8.9556  0.443
H: 16.7929 7.0666 7.9419  0.467
H: 16.4481 4.9352 9.5577  0.404
O: 10.2158 8.8522 10.7414  -0.684
N: 10.1107 9.8955 11.5551  -0.254
C: 10.8368 10.0264 12.6078  0.015
C: 10.7300 11.1865 13.3593  -0.454
N: 10.6989 12.2292 13.8700  -0.633
C: 11.7583 8.9147 13.0232  1.927
N: 12.2652 7.0470 12.1172  -0.811

The calculation puts the highest occupied orbital energy at -3.2 eV. The total charge is -1. As for the LUMO energy: 0.0478 Eh.

=====

A molecular structure, C33H25BaF6N3O3S. Source: OMol25; level of theory: wB97M-V/def2-TZVPD.

Each line ends with the Mulliken charge.
Positions of all 72 atoms, in Å:
Ba: 0.0476 -0.2057 -0.2721  1.552
O: -2.5609 -0.7246 -0.6312  -0.071
C: -3.7326 -0.2318 -0.7323  -0.178
C: -4.7652 -0.8745 -1.4796  -0.903
C: -6.0193 -0.3254 -1.6306  -0.417
C: -6.3419 0.9123 -1.0645  -0.633
C: -5.3615 1.5707 -0.3376  -0.351
C: -4.1014 1.0181 -0.1327  0.818
C: -3.0762 1.7815 0.6203  -0.747
N: -2.4188 1.4291 1.6463  -0.286
C: -2.7566 0.1665 2.2966  -0.307
C: -1.6249 -0.2933 3.2116  -1.119
N: -0.6259 -1.0693 2.4874  0.800
C: -0.2299 -2.1295 3.0804  -0.959
C: 0.7582 -3.1063 2.6575  0.787
C: 0.8669 -4.2825 3.4130  -0.712
C: 1.7497 -5.2908 3.1001  -0.716
C: 2.5878 -5.1148 1.9826  -0.463
C: 2.5223 -3.9729 1.2315  -0.422
C: 1.5973 -2.9118 1.5110  0.108
O: 1.5387 -1.8919 0.7621  -0.126
H: -4.5208 -1.8229 -1.9449  0.358
H: -6.7667 -0.8573 -2.2119  0.359
H: -7.3249 1.3476 -1.1972  0.342
H: -5.5797 2.5426 0.0985  0.372
H: -2.8429 2.7792 0.2346  0.353
H: -2.9776 -0.6288 1.5790  0.194
H: -3.6565 0.3341 2.8983  0.367
H: -2.0506 -0.8746 4.0442  0.436
H: -1.1483 0.6005 3.6255  0.197
H: -0.6992 -2.3727 4.0501  -0.045
H: 0.2160 -4.3992 4.2766  0.275
H: 1.7985 -6.1934 3.6966  0.364
H: 3.2869 -5.8996 1.7120  0.365
H: 3.1537 -3.8389 0.3599  0.407
S: 0.9646 -4.3042 -3.7650  -0.477
C: 0.2947 -5.0094 -2.3287  0.760
C: 0.1964 -6.3476 -1.9733  -0.561
C: -0.3689 -6.6580 -0.7446  -0.539
C: -0.8385 -5.6487 0.0985  -0.549
C: -0.7448 -4.3178 -0.2616  -0.158
C: -0.1572 -3.9829 -1.4780  -0.860
N: 0.0147 -2.7102 -1.9672  0.124
C: 0.5506 -2.6694 -3.1334  0.028
C: 0.8668 -1.4444 -3.8863  0.894
C: 1.1750 -1.5349 -5.2509  -0.879
C: 1.4858 -0.3986 -5.9707  -0.565
C: 1.4929 0.8276 -5.3079  -0.554
C: 1.1848 0.8946 -3.9548  -0.670
C: 0.8519 -0.2244 -3.1647  0.242
H: 0.5631 -7.1235 -2.6341  0.370
H: -0.4393 -7.6936 -0.4344  0.343
H: -1.2617 -5.9088 1.0604  0.386
H: -1.1098 -3.5251 0.3806  0.446
H: 1.1523 -2.5038 -5.7471  0.254
H: 1.7166 -0.4596 -7.0283  0.350
H: 1.7431 1.7325 -5.8569  0.347
H: 1.2135 1.8715 -3.4742  0.311
C: 3.8181 1.1009 0.1147  -1.782
C: 2.6990 2.0563 0.5891  1.228
O: 1.4719 1.6595 0.2620  -0.824
C: 2.9956 3.4574 -0.0367  0.416
F: 2.1216 4.4077 0.3432  -0.256
F: 4.2325 3.9482 0.2463  -0.301
F: 2.9262 3.3827 -1.3820  -0.241
C: 2.8274 2.1822 2.1397  0.450
F: 4.0549 2.5878 2.5663  -0.318
F: 2.6074 0.9878 2.7170  -0.213
F: 1.9451 3.0465 2.6755  -0.275
H: 3.7543 1.0285 -0.9705  0.359
H: 3.6058 0.1170 0.5344  0.325
H: 4.8134 1.4314 0.4122  0.388

The calculation puts the highest occupied orbital energy at -2.1 eV. The total charge is -2. As for the LUMO energy: 0.1521 Eh.

=====

| no. | orbital gap (eV) |
| --- | --- |
| 1 | 7.3 |
| 2 | 4.5 |
| 3 | 6.2 |